No. 1
This record from the OMol25 dataset describes a structure of composition C41H45O6SiW at a distorted geometry. The level of theory is ωB97M-V/def2-TZVPD.

Last column: Löwdin spin population.
Positions of all 94 atoms, in Å:
C1 0.29316 -1.11260 -6.38036  0.000
C2 0.03768 -1.74733 -5.00595  0.000
C3 -0.11237 0.37571 -6.28993  0.000
C4 -0.99876 0.46169 -5.03862  0.000
H1 -0.66998 0.61674 -7.19992  0.000
H2 0.77424 1.01520 -6.24559  0.000
C5 -1.20276 -0.98309 -4.51326  0.000
H3 0.91080 -1.53883 -4.36437  0.000
H4 -0.10322 -2.83858 -5.07904  0.000
C6 -1.31774 -0.81472 -3.02048  0.001
H5 -2.10248 -1.45990 -4.93372  0.000
H6 -1.98579 0.86826 -5.30461  0.000
C7 -0.45944 1.21978 -3.77942  0.000
C8 1.71563 -1.35073 -6.84015  0.000
C9 -0.48830 -1.80627 -7.49619  0.000
O1 -1.06028 -1.22485 -8.40737  0.000
O2 2.65705 -1.57729 -6.09405  0.000
O3 1.83840 -1.33241 -8.17735  0.000
O4 -0.46786 -3.14659 -7.41990  0.000
C10 -1.06562 -3.71827 -8.58297  0.000
H7 -0.92420 -4.79095 -8.48611  0.000
H8 -0.56325 -3.32192 -9.46840  0.000
H9 -2.12362 -3.45679 -8.62985  0.000
C11 3.16094 -1.67198 -8.58433  0.000
H10 3.89071 -1.08514 -8.02062  0.000
H11 3.21169 -1.45349 -9.64851  0.000
H12 3.33778 -2.73518 -8.38386  0.000
O5 -0.50178 0.28833 -2.60607  0.001
H13 -1.01865 -1.70796 -2.46458  0.000
H14 -2.36795 -0.56771 -2.78346  0.000
C12 -1.40691 2.38440 -3.50543  0.000
C13 0.98069 1.70726 -3.89012  0.000
H15 1.10403 2.39580 -4.73655  0.000
H16 1.67555 0.86522 -4.00183  0.000
H17 1.23541 2.25411 -2.97413  0.000
H18 -1.12494 2.90313 -2.58007  0.000
H19 -2.44222 2.02025 -3.41767  0.000
H20 -1.36973 3.10193 -4.34088  0.000
W1 -0.09592 -0.43797 1.26831  0.726
C14 -2.27905 -0.55741 2.17579  0.014
C15 -2.46874 -0.41646 0.76342  0.056
C16 -1.93384 -1.59407 0.13729  0.014
H21 -3.00004 0.39906 0.27400  0.009
C17 -1.37147 -2.42924 1.14304  -0.009
C18 -1.54712 -1.77801 2.40797  0.024
H22 -1.28157 -2.18448 3.37542  0.006
H23 -2.70834 0.07191 2.94872  0.005
H24 -2.09211 -1.88812 -0.89406  0.002
H25 -0.96740 -3.42960 1.01420  0.001
C19 2.32708 -0.03127 1.39885  0.028
C20 1.93627 -1.03309 2.34932  0.052
C21 1.42134 -2.15518 1.62690  -0.002
H26 2.10488 -1.01314 3.42343  0.009
C22 1.47542 -1.83899 0.22240  0.015
C23 2.03776 -0.52415 0.08517  0.016
H27 2.27744 -0.02309 -0.85381  0.001
H28 2.83491 0.89362 1.65290  0.004
H29 1.14895 -3.10334 2.08239  0.000
H30 1.25143 -2.53019 -0.58693  0.003
O6 -0.05494 0.80111 2.78203  0.128
Si1 -0.09230 1.09048 4.38506  0.104
C24 -1.59955 2.10844 4.80794  0.038
C25 -2.81911 1.56223 5.23291  0.036
C26 -3.91504 2.39615 5.48979  0.006
C27 -3.79222 3.78380 5.36035  0.051
C28 -2.57126 4.33855 4.95846  0.008
C29 -1.48783 3.50126 4.66934  0.033
C30 0.08408 -0.49100 5.39734  0.142
C31 -0.99408 -1.36231 5.60531  0.088
C32 -0.84597 -2.52848 6.36502  0.032
C33 0.39078 -2.83925 6.93872  0.161
C34 1.47211 -1.97280 6.75555  0.044
C35 1.31896 -0.81183 5.98526  0.082
C36 1.36117 2.13801 4.90616  0.011
C37 1.45061 2.51286 6.25453  0.011
C38 2.53640 3.27295 6.70665  0.002
C39 3.55179 3.62935 5.81190  0.000
C40 3.45914 3.25563 4.46563  0.001
C41 2.34472 2.54410 4.00164  0.002
H31 -2.92036 0.48708 5.37716  0.005
H32 -4.86518 1.95168 5.79498  -0.001
H33 -4.64517 4.43252 5.56831  0.005
H34 -2.45474 5.41998 4.86690  -0.001
H35 -0.53811 3.93730 4.34837  0.002
H36 -1.96794 -1.14856 5.16058  0.006
H37 -1.70587 -3.18726 6.50364  0.000
H38 0.51122 -3.75303 7.52404  0.015
H39 2.44187 -2.18869 7.20760  0.001
H40 2.16973 -0.13642 5.86500  0.005
H41 0.67067 2.21485 6.96033  0.005
H42 2.58470 3.57347 7.75444  0.000
H43 4.41267 4.20090 6.16637  0.000
H44 4.25482 3.51789 3.76611  0.000
H45 2.23838 2.31702 2.93762  0.000

Summary:
**LUMO level (spin up / spin down)**: 1.81 / 1.80 eV
**Multiplicity**: 3
**Kohn-Sham gap (spin up / spin down)**: 0.0572 / 0.1904 Ha
**Expectation value of S²**: 2.0175
**Net charge**: -1
**Highest occupied orbital energy (spin up / spin down)**: 0.25 / -3.38 eV

---

No. 2
This record from the OMol25 dataset describes the molecule C3H3NO2 at a distorted geometry. The level of theory is ωB97M-V/def2-TZVPD.

Last column: Löwdin charge in e.
Positions of all 9 atoms, in Å:
C1 0.22058 0.61869 0.11857  -0.067
C2 1.65094 0.41653 0.65214  -0.236
C3 -1.48380 -0.44883 -1.24321  -0.349
N1 -0.23688 -0.16025 -0.73814  0.130
O1 2.31767 1.21136 1.21586  0.098
O2 -2.17792 -0.07519 -2.14498  0.078
H1 -0.09713 1.39755 0.67697  0.093
H2 2.00194 -0.56955 0.35827  0.111
H3 -1.78789 -1.25804 -0.52086  0.142

Summary:
**LUMO level**: -0.78 eV
**Multiplicity**: 1
**Energy relative to the best compared isomer or geometry (same formula, charge and spin)**: 264.1 kJ/mol
**Kohn-Sham gap**: 0.3452 Ha
**Net charge**: 0
**Highest occupied orbital energy**: -10.17 eV

---

No. 3
This record from the OMol25 dataset describes a structure of composition C2H11N3O2 at a distorted geometry. The level of theory is ωB97M-V/def2-TZVPD.

Last column: Löwdin spin population.
Positions of all 18 atoms, in Å:
H1 -0.44130 -1.20716 1.61755  0.010
O1 0.68006 -1.64368 1.98439  0.021
N1 -1.13710 -0.35911 0.81163  0.144
H2 0.73707 -2.52553 1.60497  0.006
H3 -2.04290 0.01091 1.03341  0.031
C1 -0.71584 -0.04336 -0.38784  0.354
N2 -1.59552 0.78879 -1.25846  0.067
H4 -2.05832 0.28956 -1.95378  0.100
N3 0.43080 -0.69464 -0.99558  0.070
H5 0.76490 -0.13360 -1.68248  0.018
H6 1.14646 -0.92985 -0.37383  0.007
C2 -0.80170 1.99163 -1.69796  0.117
H7 -1.49619 2.76700 -1.96117  0.027
H8 -0.38430 2.43798 -0.72066  0.006
H9 0.03678 1.91424 -2.44130  0.015
O2 2.35132 0.14818 1.06949  0.007
H10 3.10878 -0.19039 1.48107  0.002
H11 1.59599 -0.30406 1.57692  0.001

Summary:
**LUMO level (spin up / spin down)**: 4.19 / 3.97 eV
**Multiplicity**: 2
**Energy relative to the best compared isomer or geometry (same formula, charge and spin)**: 151.0 kJ/mol
**Kohn-Sham gap (spin up / spin down)**: 0.1261 / 0.3434 Ha
**Expectation value of S²**: 0.7528
**Net charge**: -1
**Highest occupied orbital energy (spin up / spin down)**: 0.76 / -5.38 eV

---

No. 4
This record from the OMol25 dataset describes a structure of composition C20H30F6HfN3O19Zn at a distorted geometry. The level of theory is ωB97M-V/def2-TZVPD.

Last column: Löwdin spin population.
Positions of all 80 atoms, in Å:
Zn1 1.97116 1.30333 3.05947  0.000
Hf1 -3.08998 -0.88875 2.31414  0.000
C1 2.89443 3.32888 1.41887  0.000
O1 3.45676 2.03788 1.50301  0.000
O2 1.91067 3.23386 2.41122  0.000
C2 3.79406 4.60001 1.20344  0.000
F1 4.69546 4.70869 2.17020  0.000
F2 4.48168 4.68304 0.04240  0.000
F3 3.03477 5.71057 1.39501  0.000
C3 4.07307 1.45208 0.32171  0.000
C4 4.74549 0.16834 0.77067  0.000
H1 5.17340 -0.33314 -0.09738  0.000
H2 5.48860 0.33704 1.55006  0.000
H3 4.09639 -0.59510 1.19951  0.000
H4 4.77721 2.14620 -0.13708  0.000
H5 3.41124 1.20943 -0.50967  0.000
H6 2.36109 3.32022 0.46830  0.000
C5 -0.10748 -3.07250 3.35715  0.000
O3 -0.04262 -4.36703 2.65865  0.000
O4 -1.32112 -2.44527 3.09861  0.000
C6 0.43760 -3.47397 4.84415  0.000
F4 1.33661 -4.43507 4.79786  0.000
F5 1.06706 -2.37895 5.26940  0.000
F6 -0.50638 -3.74925 5.70753  0.000
C7 0.14971 -4.26851 1.23766  0.000
C8 -0.17641 -5.59175 0.58304  0.000
H7 0.13649 -6.52527 1.05072  0.000
H8 -1.25861 -5.55628 0.45778  0.000
H9 0.30136 -5.51931 -0.39399  0.000
H10 1.21082 -4.16976 1.00881  0.000
H11 -0.39966 -3.45451 0.76468  0.000
H12 0.70898 -2.46842 2.96142  0.000
N1 0.26758 -0.12024 0.67270  0.000
O5 1.17737 0.27588 1.37019  0.000
O6 -0.93836 -0.25684 1.12490  0.000
O7 0.48811 -0.50965 -0.40980  0.000
N2 -2.92776 -2.70810 -0.76376  0.000
O8 -3.01503 -2.09119 0.24743  0.000
O9 -2.17730 -2.38732 -1.61389  0.006
O10 -3.60565 -3.69968 -0.99216  0.002
N3 -0.88039 1.00503 4.53089  0.000
O11 -1.75411 0.36995 3.83945  0.000
O12 -1.24533 1.61504 5.50425  0.000
O13 0.26597 1.18361 4.06363  0.000
O14 -3.62672 0.80448 0.76821  0.000
C9 -4.27903 1.47258 -0.06803  0.000
O15 -4.60080 1.02160 -1.30620  0.000
C10 -5.19044 2.07951 -2.16083  0.000
C11 -4.93142 3.29390 -1.32667  0.000
C12 -4.84595 2.81228 0.15785  0.000
H13 -6.27076 1.98689 -2.27233  0.000
H14 -4.66322 2.10342 -3.11454  0.000
H15 -5.75924 3.99126 -1.45512  0.000
H16 -4.00413 3.69582 -1.73496  0.000
H17 -5.85609 2.61221 0.51521  0.000
H18 -4.29210 3.32840 0.94205  0.000
O16 0.02986 -1.96009 -3.53011  0.752
C13 1.10107 -2.10359 -2.94216  0.077
O17 1.27986 -3.05755 -2.06355  0.030
C14 2.49531 -3.18611 -1.46989  0.005
C15 3.24933 -1.94763 -1.94403  0.026
C16 2.41139 -1.26772 -3.06905  0.081
H19 3.08920 -4.06454 -1.72238  0.000
H20 2.46235 -3.02818 -0.39190  0.002
H21 4.25425 -2.23015 -2.25775  0.002
H22 3.34529 -1.22903 -1.13009  0.003
H23 2.99955 -1.23591 -3.98620  0.000
H24 2.12063 -0.27374 -2.72913  -0.001
O18 -2.03161 -0.16361 -3.48928  0.011
C17 -1.80456 1.03696 -3.30488  0.001
O19 -2.40730 2.06228 -3.96035  0.001
C18 -1.85624 3.33542 -3.60445  0.000
C19 -0.69840 3.17531 -2.63036  0.000
C20 -0.77830 1.67444 -2.37863  0.000
H25 -2.55767 4.04548 -3.16638  0.000
H26 -1.48642 3.81949 -4.50834  0.000
H27 -0.83218 3.78158 -1.73445  0.000
H28 0.21980 3.40446 -3.17119  0.000
H29 -0.92440 1.43314 -1.32575  0.000
H30 0.17215 1.15378 -2.49551  0.000

Summary:
**LUMO level (spin up / spin down)**: -9.61 / -10.48 eV
**Multiplicity**: 2
**Kohn-Sham gap (spin up / spin down)**: 0.1661 / 0.1342 Ha
**Expectation value of S²**: 0.7566
**Net charge**: +2
**Highest occupied orbital energy (spin up / spin down)**: -14.13 / -14.13 eV